(1)
The following is a quantum chemistry calculation of an isolated ion of composition C4H11N2OS and charge -1 in a non-equilibrium geometry, from the OMol25 dataset.

Each line ends with the Löwdin charge.
Positions of all 19 atoms, in Å:
N (-1.4002, -0.5964, 1.7297)  -0.0311
C (-1.3346, -0.0054, 0.3590)  -0.2556
C (-0.0019, -0.3572, -0.4047)  -0.4309
C (-0.4627, -0.5710, -1.9217)  -0.4938
S (-0.5260, 1.0309, -2.8526)  0.6151
N (1.0116, 0.6058, -0.1542)  -0.0674
C (1.8317, 0.3708, 1.1152)  -0.5180
O (1.1390, 0.4033, 2.2438)  -0.3243
H (-1.3580, -1.5970, 1.6362)  0.0324
H (-0.5740, -0.1613, 2.1735)  0.0113
H (-2.2682, -0.3026, -0.1117)  0.0794
H (-1.4213, 1.0810, 0.4720)  0.1025
H (0.4176, -1.3432, -0.1393)  0.1326
H (0.4146, -1.0728, -2.3445)  0.0475
H (-1.4168, -1.0849, -1.8586)  0.0515
H (0.3485, 1.6761, -2.0890)  -0.1839
H (0.6492, 1.5389, -0.0031)  0.0749
H (2.2498, -0.6872, 1.0419)  0.0826
H (2.7019, 1.0722, 1.1082)  0.0753

Summary:
Net charge: -1
HOMO-LUMO gap in eV: 6.305
SMILES: NC[C@@H](CS)NC[O-]
Highest occupied orbital energy in eV: -3.1
ΔE to the lowest compared entry with this formula, charge and spin in kcal/mol: 78.43
2S+1: 1

***

(2)
The following is a quantum chemistry calculation of a 2-piece molecular cluster, C4H11NO overall in a non-equilibrium geometry, from the OMol25 dataset.

Each line ends with the Löwdin charge.
Positions of all 17 atoms, in Å:
C (0.4955, 1.8330, -0.3442)  0.0231
C (-0.5786, 1.2072, -0.8317)  -0.4400
C (-1.9466, 1.8512, -0.7579)  -0.0575
N (-0.6476, -0.1670, -1.1297)  -0.0660
C (0.6457, -0.8266, -1.3533)  -0.1248
H (0.5875, 2.9059, -0.3308)  0.0543
H (1.4534, 1.3256, -0.3963)  0.0372
H (-2.3832, 2.1097, -1.7286)  0.0753
H (-1.8655, 2.7541, -0.1689)  0.0687
H (-2.6389, 1.1441, -0.3054)  0.0763
H (-1.1575, -0.2610, -2.0062)  0.1184
H (0.4970, -1.8363, -1.7182)  0.0749
H (1.1038, -0.9043, -0.3638)  0.0804
H (1.3110, -0.2562, -2.0027)  0.0798
O (2.0792, -3.6110, 4.4472)  -0.0597
H (1.4919, -2.8547, 4.4843)  0.0285
H (1.5530, -4.4137, 4.5062)  0.0312

Summary:
HOMO-LUMO gap in eV: 9.342
SMILES: C=C(C)NC.O
Highest occupied orbital energy in eV: -8.4
ΔE to the lowest compared entry with this formula, charge and spin in kcal/mol: 35.60
2S+1: 1

***

(3)
The following is a quantum chemistry calculation of a single C5H7IN2 molecule in a non-equilibrium geometry, from the OMol25 dataset.

Each line ends with the Löwdin charge.
Positions of all 15 atoms, in Å:
C (-0.8896, -1.2631, 0.8739)  -0.5564
C (-0.5144, -0.0573, 1.2293)  -0.4700
C (1.5598, -0.4505, -1.1089)  -0.2081
C (-1.3032, 0.5908, 2.4240)  -0.0336
C (1.8686, -0.4937, -2.5291)  -0.0733
N (0.5666, 0.6471, 0.7699)  0.0441
N (1.0431, 0.2196, -0.3030)  -0.0313
I (-0.1522, -2.7615, -0.4407)  0.8685
H (-1.8194, -1.6118, 1.2504)  0.0030
H (-1.2408, 1.6056, 2.2538)  0.0234
H (-0.6010, 0.2448, 3.2151)  0.0940
H (-2.4439, 0.4614, 2.4907)  0.1101
H (1.7281, 0.4246, -2.9618)  0.0444
H (1.1769, -1.2585, -2.9113)  0.0590
H (3.0081, -0.7753, -2.5894)  0.1264

Summary:
HOMO-LUMO gap (spin up / spin down) in eV: 8.183 / 8.183
Highest occupied orbital energy (spin up / spin down) in eV: -7.7 / -7.7
ΔE to the lowest compared entry with this formula, charge and spin in kcal/mol: 98.22
2S+1: 1

***

(4)
The following is a quantum chemistry calculation of a 2-piece molecular cluster, C4H8N4O2 overall in a non-equilibrium geometry, from the OMol25 dataset.

Each line ends with the Löwdin charge.
Positions of all 18 atoms, in Å:
C (0.5385, -1.0033, 1.5175)  0.0023
C (1.6301, -1.7417, 1.2422)  -0.4295
C (-1.0146, 1.1118, -1.6844)  0.0309
C (-2.0592, 2.1417, -1.4247)  -0.3344
N (1.0209, -0.7678, -0.6194)  0.0672
N (-0.8241, 0.3662, 0.2718)  0.0961
N (0.1856, -0.3558, 0.3077)  -0.3383
N (2.4813, -2.6144, 1.8387)  0.1482
O (1.8736, -1.6565, -0.0397)  0.0067
O (-1.8576, 3.0763, -0.3875)  -0.0178
H (0.0415, -0.9740, 2.4828)  0.1204
H (-1.2955, 0.3180, -2.3630)  0.0798
H (0.0816, 1.2979, -1.6093)  0.0804
H (-2.0614, 2.5686, -2.4373)  0.1223
H (-2.9985, 1.5756, -1.2085)  0.1294
H (2.6292, -2.9305, 2.8449)  0.1565
H (3.1159, -2.8789, 1.1104)  0.0975
H (-1.4873, 2.4669, 0.1576)  -0.0177

Summary:
HOMO-LUMO gap in eV: 8.688
Highest occupied orbital energy in eV: -8.0
ΔE to the lowest compared entry with this formula, charge and spin in kcal/mol: 165.78
2S+1: 1

***

(5)
The following is a quantum chemistry calculation of C31H44BBr2HfN10O as an isolated structure, from the OMol25 dataset.

Each line ends with the Löwdin charge.
Positions of all 90 atoms, in Å:
Hf (-0.1118, 0.2621, -0.8464)  1.6250
C (-0.8638, -3.4971, -0.2493)  -0.0265
C (-0.8716, -2.5694, 0.9244)  -0.3359
C (-0.8944, -2.9821, 2.2513)  0.0177
C (-0.9077, -1.8238, 3.0057)  -0.2715
C (-0.9040, -1.7091, 4.4909)  -0.0036
N (-0.8822, -0.7810, 2.1591)  0.0309
N (-0.8658, -1.2245, 0.8656)  -0.0182
B (-1.0187, 0.7147, 2.5820)  -0.5204
N (-1.8963, 1.4775, 1.5896)  0.0266
N (-1.5485, 1.6828, 0.2768)  -0.0224
C (-2.3833, 2.6362, -0.1909)  -0.3034
C (-2.3838, 3.2760, -1.5406)  -0.0299
C (-3.2731, 3.0052, 0.8149)  0.0241
C (-2.9333, 2.2617, 1.9240)  -0.2538
C (-3.5581, 2.2965, 3.2775)  -0.0064
N (0.3248, 1.4412, 2.7715)  0.0136
N (1.1432, 1.8008, 1.7344)  0.0738
C (2.1589, 2.4684, 2.2963)  -0.3462
C (3.3572, 3.0395, 1.5998)  -0.0332
C (1.9859, 2.5547, 3.6816)  0.0125
C (0.8075, 1.9032, 3.9486)  -0.2635
C (0.1227, 1.7713, 5.2692)  -0.0081
H (-0.6012, -4.4950, 0.0997)  0.0927
H (-1.8494, -3.5580, -0.7107)  0.0836
H (-0.1471, -3.2061, -1.0153)  0.0459
H (-0.9137, -3.9947, 2.6174)  0.1215
H (-0.9998, -2.7014, 4.9263)  0.0892
H (0.0332, -1.2756, 4.8418)  0.0830
H (-1.7204, -1.0872, 4.8546)  0.0849
H (-1.5720, 0.7079, 3.6349)  0.1057
H (-1.5803, 2.9243, -2.1724)  0.0295
H (-3.3257, 3.0632, -2.0496)  0.0913
H (-2.3278, 4.3572, -1.4045)  0.0895
H (-4.0557, 3.7410, 0.7404)  0.1219
H (-4.3992, 2.9863, 3.2621)  0.0875
H (-3.9206, 1.3140, 3.5788)  0.0917
H (-2.8511, 2.6377, 4.0329)  0.0750
H (3.3014, 3.0072, 0.5183)  0.0370
H (3.4974, 4.0792, 1.8958)  0.0914
H (4.2584, 2.5032, 1.9069)  0.0911
H (2.6255, 3.0531, 4.3911)  0.1182
H (0.7215, 2.2720, 6.0275)  0.0881
H (-0.8623, 2.2368, 5.2566)  0.0754
H (-0.0089, 0.7350, 5.5736)  0.0625
Br (-5.7902, -2.2926, -3.9828)  0.8233
C (-4.1744, -1.8598, -3.1325)  -0.6660
C (-4.1718, -1.1326, -1.9591)  -0.0642
C (-2.9463, -0.8368, -1.3966)  -0.1149
N (-1.7773, -1.2338, -1.8989)  0.0024
C (-1.7875, -1.9316, -3.0350)  -0.2041
C (-2.9721, -2.2551, -3.6879)  -0.0378
C (-0.4795, -2.3288, -3.6146)  -0.1935
C (-0.4101, -3.2582, -4.6439)  -0.0442
C (0.8180, -3.5492, -5.2080)  -0.6709
Br (0.9323, -4.8010, -6.5992)  0.8276
C (1.9477, -2.9132, -4.7383)  -0.0730
C (1.7855, -2.0342, -3.6822)  -0.1461
N (0.6141, -1.7423, -3.1059)  0.1075
H (-5.0866, -0.7890, -1.4995)  0.1163
H (-2.9060, -0.2325, -0.4984)  0.0997
H (-2.9721, -2.7820, -4.6278)  0.1044
H (-1.2897, -3.7674, -5.0033)  0.1045
H (2.9255, -3.0970, -5.1585)  0.1156
H (2.6392, -1.5237, -3.2564)  0.0890
C (2.4573, -2.2179, -0.3694)  -0.0759
N (2.1863, -0.8727, 0.1758)  -0.2725
C (2.2132, -1.0858, 1.6460)  -0.0668
C (3.2854, 0.0536, -0.1474)  -0.1831
C (3.1848, 0.7570, -1.4880)  -0.1679
N (1.8401, 1.2654, -1.8397)  -0.3226
C (1.6591, 2.6756, -1.4014)  -0.0901
C (1.7865, 1.3453, -3.3273)  -0.0847
H (3.4710, -2.5335, -0.0991)  0.1026
H (2.3441, -2.2469, -1.4421)  0.0415
H (1.7537, -2.9252, 0.0646)  0.0785
H (3.1680, -1.5450, 1.9304)  0.1069
H (1.4139, -1.7673, 1.9234)  0.0678
H (2.0996, -0.1464, 2.1706)  0.0655
H (4.2427, -0.4809, -0.1312)  0.1346
H (3.3099, 0.7967, 0.6413)  0.0782
H (3.5313, 0.1152, -2.3001)  0.1076
H (3.8839, 1.5999, -1.4627)  0.1283
H (2.5315, 3.2591, -1.7106)  0.1036
H (1.5239, 2.7388, -0.3262)  0.0482
H (0.7719, 3.0798, -1.8815)  0.0819
H (2.6113, 1.9756, -3.6757)  0.1062
H (0.8306, 1.7650, -3.6187)  0.0769
H (1.8789, 0.3621, -3.7690)  0.0535
O (-0.7832, 1.0884, -2.2750)  -0.5317

Summary:
Net charge: +1
HOMO-LUMO gap in eV: 8.143
Highest occupied orbital energy in eV: -11.1
ΔE to the lowest compared entry with this formula, charge and spin in kcal/mol: 0.00
2S+1: 1

***

(6)
The following is a quantum chemistry calculation of a 3-piece molecular cluster, C30H57BBr2F8IN4O8S overall in a non-equilibrium geometry, from the OMol25 dataset.

Each line ends with the Löwdin charge.
Positions of all 112 atoms, in Å:
C (2.1954, -5.2925, 3.2617)  -0.0652
C (2.2813, -3.6624, 3.1315)  -0.2295
N (2.8738, -3.3104, 1.8805)  -0.0416
N (2.6088, -2.3158, 0.9848)  -0.1648
C (4.0331, -1.7859, 0.6934)  -0.1940
C (4.7300, -0.9053, 1.8301)  -0.1545
C (6.2332, -0.5679, 1.2757)  -0.0455
C (6.6887, 0.9217, 1.7246)  -0.2888
F (5.7567, 1.9248, 1.3550)  0.0443
F (6.9750, 0.8960, 3.1271)  0.0590
C (8.0788, 1.3063, 0.9936)  -0.3187
F (9.1939, 0.7257, 1.6424)  0.0971
F (8.0911, 0.9663, -0.3864)  0.0852
F (8.2907, 2.7196, 1.0468)  0.0823
C (1.6017, -1.2480, 1.2105)  -0.1279
B (1.4539, -0.4696, 2.6219)  -0.3934
O (2.4033, -0.5495, 3.7440)  0.0352
C (0.1285, 0.4047, 3.0679)  -0.1478
C (-1.2605, -0.4299, 2.8729)  -0.1248
C (1.5175, -0.1585, -0.0132)  -0.9444
S (-0.2132, 0.5780, -0.2390)  0.8013
Br (2.6815, 1.4235, 0.2129)  0.8896
O (1.8189, -0.7290, -1.3213)  -0.2164
C (1.3560, -2.0955, -1.3643)  -0.3426
C (1.2286, -2.5971, -2.8731)  -0.1426
C (2.1588, -1.8261, -3.9682)  -0.6556
O (1.9959, -0.6116, -4.2726)  -0.0438
Br (3.5896, -2.7376, -5.0266)  0.6398
C (2.0733, -3.0510, -0.2829)  -0.4970
I (3.7366, -3.9268, -1.5174)  1.1416
C (1.2231, -4.3589, -0.0945)  -0.1805
C (-0.2239, -4.4621, 0.4796)  -0.2261
O (-0.5457, -3.9072, 1.7656)  -0.0504
C (-1.4601, -4.0683, -0.5105)  -0.3230
F (-1.1965, -4.2819, -1.8771)  0.0920
F (-2.5421, -4.9631, -0.1782)  0.0555
F (-1.9885, -2.7662, -0.2229)  0.0622
H (1.8509, -5.5495, 4.3345)  0.1031
H (3.1760, -5.7988, 2.9709)  0.0908
H (1.3338, -5.6702, 2.5869)  0.0671
H (2.9902, -3.3733, 4.0086)  0.1299
H (1.2544, -3.2985, 3.4600)  0.1238
H (3.4263, -4.1103, 1.5438)  0.1280
H (4.0940, -1.1859, -0.2719)  0.1115
H (4.8105, -2.6446, 0.7409)  0.1024
H (4.9029, -1.5523, 2.7669)  0.1346
H (4.2702, 0.0855, 2.1049)  0.0680
H (6.1414, -0.5133, 0.1254)  0.1351
H (7.0027, -1.3487, 1.5923)  0.1488
H (0.5553, -1.7593, 1.1556)  0.1454
H (2.0137, -1.1838, 4.3922)  0.1084
H (0.1565, 0.6986, 4.1671)  0.1097
H (0.1108, 1.4021, 2.4758)  0.1000
H (-1.7584, -0.5302, 3.9135)  0.0848
H (-2.0268, 0.1685, 2.2480)  0.0767
H (-1.1093, -1.4953, 2.4964)  0.0480
H (-0.7028, 0.0060, -1.4083)  -0.0682
H (0.2505, -2.0643, -0.9955)  0.1232
H (1.2043, -3.7291, -3.0362)  0.1003
H (0.1716, -2.2718, -3.2362)  0.1509
H (1.1346, -4.8106, -1.1644)  0.1102
H (1.8594, -5.1798, 0.4214)  0.1129
H (-0.4080, -5.6050, 0.6265)  0.1826
H (-1.4768, -4.1755, 1.9695)  0.1378
C (-6.5028, 3.8331, 1.8448)  -0.1140
O (-7.3289, 3.0707, 2.7106)  -0.1978
C (-8.1936, 2.1703, 2.0149)  -0.2056
C (-7.7888, 0.7221, 2.2900)  -0.2055
N (-6.5175, 0.3969, 1.6407)  -0.0540
C (-5.9539, -0.8866, 2.0637)  -0.1987
C (-5.5251, -1.0168, 3.5333)  -0.2151
O (-4.4121, -0.1991, 3.8844)  -0.2113
C (-4.7514, 1.1283, 4.2625)  -0.0912
H (-5.9764, 4.5757, 2.4466)  0.0899
H (-5.7586, 3.1980, 1.3566)  0.0739
H (-7.1000, 4.3549, 1.0908)  0.0897
H (-8.2281, 2.3797, 0.9401)  0.1227
H (-9.1992, 2.3311, 2.4140)  0.1219
H (-8.5673, 0.0528, 1.9119)  0.1236
H (-7.7219, 0.5970, 3.3755)  0.1027
H (-5.8423, 1.1234, 1.8534)  0.0651
H (-5.0698, -1.0589, 1.4404)  0.1102
H (-6.6663, -1.6840, 1.8248)  0.1182
H (-5.1893, -2.0490, 3.6802)  0.1168
H (-6.3552, -0.8711, 4.2322)  0.1114
H (-5.7297, 1.1888, 4.7457)  0.0926
H (-4.7114, 1.7907, 3.3951)  0.0711
H (-3.9962, 1.4787, 4.9710)  0.0890
C (-0.4317, 6.4178, -6.0022)  -0.1121
O (-1.1082, 5.4375, -5.2300)  -0.2000
C (-1.4749, 4.2812, -5.9850)  -0.2087
C (-0.6732, 3.0647, -5.5214)  -0.2097
N (0.7326, 3.1791, -5.9109)  -0.0481
C (1.5978, 2.1740, -5.2882)  -0.1932
C (1.7539, 2.2330, -3.7605)  -0.2328
O (2.4442, 3.3910, -3.2972)  -0.1872
C (1.6203, 4.5315, -3.1022)  -0.0951
H (-0.3071, 7.3084, -5.3843)  0.0898
H (0.5596, 6.0649, -6.2982)  0.0774
H (-1.0120, 6.6875, -6.8900)  0.0891
H (-1.3703, 4.4428, -7.0634)  0.1229
H (-2.5339, 4.0972, -5.7808)  0.1188
H (-1.0983, 2.1615, -5.9699)  0.1209
H (-0.7779, 2.9935, -4.4334)  0.0994
H (1.0750, 4.0970, -5.6477)  0.0682
H (2.5907, 2.2999, -5.7317)  0.1253
H (1.2502, 1.1775, -5.5769)  0.0979
H (2.3763, 1.3836, -3.4677)  0.0889
H (0.8034, 2.1025, -3.2303)  0.1006
H (0.6031, 4.2665, -2.8014)  0.0892
H (1.6045, 5.1457, -4.0048)  0.0722
H (2.0667, 5.1360, -2.3082)  0.0885

Summary:
Net charge: +1
HOMO-LUMO gap in eV: 6.302
Highest occupied orbital energy in eV: -10.0
2S+1: 1